Formula: C10H25N2O5S
Source: the OMol25 dataset
Level of theory: ωB97M-V/def2-TZVPD

**Multiplicity**: 1
**Lowest unoccupied orbital energy**: -3.501 eV
**Total charge**: +1
**Kohn-Sham gap**: 8.82 eV
**Energy above the lowest of the compared OMol25 structures with the same formula, charge and spin**: 1.893 eV
**Electronic energy**: -34815.2444 eV

```
43
C10H25N2O5S ωB97M-V/def2-TZVPD
O -3.916 0.202 3.228
C -0.660 0.285 3.863
H 2.548 0.309 1.615
C 1.568 -1.926 -0.086
H 2.605 -0.554 -1.383
S -2.943 -0.876 3.468
N -0.133 2.311 -2.914
H 0.958 3.939 -3.774
H -1.376 -0.398 -5.025
C -1.776 -0.882 2.093
H -0.092 -1.575 2.913
H 3.202 1.114 -0.004
H -0.709 0.502 -0.146
N 2.143 -0.603 -0.561
H 1.890 2.693 -3.184
H 1.234 -2.915 -2.017
H -2.109 -0.151 1.274
H 0.919 3.806 -2.006
H 0.250 -0.424 1.797
H 3.917 -0.152 0.767
H 0.026 1.693 -2.143
H -1.014 1.312 3.704
H -0.174 -3.268 -1.137
H -0.850 3.054 -2.689
C -0.857 0.079 -4.071
C -0.517 -0.630 2.681
H 0.287 0.103 4.507
C 2.949 0.145 0.506
H -1.821 -1.785 1.659
H -1.699 0.169 -3.192
H -1.608 -1.095 5.211
O -0.059 1.938 -5.301
H -0.023 -0.630 -3.675
H 1.299 -0.144 -0.553
H 1.270 -4.067 -0.791
H -2.641 0.607 5.081
O -3.391 -2.185 3.754
O -0.146 0.730 -0.933
C 1.054 3.278 -2.957
C 0.966 -3.018 -1.064
C -0.333 1.508 -4.244
C -1.836 -0.259 4.594
O 1.596 -2.239 1.137
```

***

Formula: C23H24O2
Source: the OMol25 dataset
Level of theory: ωB97M-V/def2-TZVPD

**Multiplicity**: 1
**Lowest unoccupied orbital energy**: -0.454 eV
**Total charge**: 0
**Kohn-Sham gap**: 7.42 eV
**Energy above the lowest of the compared OMol25 structures with the same formula, charge and spin**: 0.000 eV
**Electronic energy**: -28333.1234 eV

```
49
C23H24O2 ωB97M-V/def2-TZVPD
H 4.855 -2.201 2.265
C 2.646 0.329 1.664
H -1.043 -1.480 1.186
H 2.717 -3.462 2.474
C 1.446 -0.407 1.604
C 3.897 -1.673 2.196
C -4.636 0.364 2.181
C -0.042 0.148 -1.514
H -2.666 -2.447 2.041
C 2.702 -2.398 2.249
H 0.930 3.074 -2.913
C 1.140 2.166 -0.880
C 2.842 0.192 -2.770
H -6.933 -2.092 2.642
C 1.854 1.471 -4.678
H 0.560 -2.350 2.079
C -2.206 0.243 1.718
H 1.838 0.579 -5.315
H -2.166 1.326 1.865
H 2.829 -0.712 -3.401
C 1.581 2.390 -2.345
O 1.792 2.720 0.000
C 1.481 -1.774 1.987
H 3.794 0.722 -2.926
H -4.539 1.459 2.113
H 2.799 1.991 -4.863
C -5.866 -0.246 2.404
C -3.451 -0.426 2.027
H 0.374 -0.554 -3.484
H 2.618 1.400 1.494
C 0.035 1.256 -0.594
H -4.896 -3.490 2.418
H 0.219 1.399 1.438
H 2.752 -0.100 -1.714
O -0.247 -1.045 -1.228
H 2.590 2.794 -2.293
H -0.423 1.070 -3.525
C -1.055 -0.386 1.315
H 4.775 0.278 1.902
C -4.832 -2.411 2.357
H 1.044 2.130 -5.015
C 0.209 0.313 1.155
H -6.748 0.380 2.507
C 3.860 -0.296 1.934
C -5.978 -1.632 2.500
H -0.881 1.692 -0.166
C 1.682 1.100 -3.198
C -3.587 -1.840 2.128
C 0.331 0.434 -3.020
```

***

Formula: C54H58N6O6S2Ti
Source: the OMol25 dataset
Level of theory: ωB97M-V/def2-TZVPD

**Multiplicity**: 3
**Lowest unoccupied orbital energy (spin up / spin down)**: 3.474 / 3.473 eV
**Total charge**: -2
**Kohn-Sham gap (spin up / spin down)**: 3.86 / 6.37 eV
**Energy above the lowest of the compared OMol25 structures with the same formula, charge and spin**: 0.335 eV
**Electronic energy**: -122957.1783 eV

```
127
C54H58N6O6S2Ti ωB97M-V/def2-TZVPD
H 1.356 -6.877 0.240
O -0.567 2.636 -0.046
H -3.615 1.996 -3.553
C -5.056 -1.497 -0.186
C -0.676 -3.579 0.370
C 2.261 3.039 2.757
C -3.679 -1.550 -0.343
H 2.517 -4.705 0.578
H -0.392 -3.409 4.827
H 5.624 -2.587 1.508
H -0.592 3.113 -2.953
C 4.368 -1.909 -1.529
O -3.499 -2.337 -9.586
H -4.796 1.712 -5.272
H 4.031 0.080 -3.525
H 0.921 -3.544 3.666
Ti -0.017 0.466 0.025
H -6.739 -2.098 1.005
C 4.508 -0.490 3.412
S -3.764 -2.877 -8.258
C -1.553 0.275 2.972
N -5.022 -0.567 -7.723
H -3.207 -1.039 -1.171
H -0.739 -3.533 3.093
C -2.104 1.333 -2.261
H 4.444 0.546 3.083
N -1.168 0.422 -1.861
H -2.393 -4.824 0.035
H -4.713 0.910 3.973
C 2.442 1.156 1.188
H 1.080 0.046 4.726
H -1.781 -1.839 -4.316
H -2.667 4.343 2.316
N -3.378 -1.229 -6.140
H -1.103 -6.918 -0.035
C -0.146 3.886 -2.334
H 1.463 -0.248 -1.931
C -5.243 0.519 -6.986
C -2.776 0.955 3.086
C -2.910 1.200 -3.353
C -2.897 -2.270 0.556
H -5.354 -3.367 2.620
H -4.089 2.552 2.862
H 1.779 -1.545 4.999
C -3.565 -0.782 4.588
H 0.272 -1.096 5.799
H 4.274 -0.524 4.480
C 1.697 1.889 2.161
C -0.061 -3.104 3.832
C -4.890 -2.863 1.781
C 3.096 0.450 -3.096
H 2.541 -1.006 2.755
C -2.346 -1.421 4.489
C 3.845 -1.459 1.149
C 3.553 -1.398 2.637
C 2.013 -1.808 -3.280
O -5.013 -3.623 -8.157
C -5.664 -2.146 0.880
C -1.407 -2.273 0.392
H -5.649 -0.945 -0.905
H 2.968 -3.499 2.664
H 5.540 -0.825 3.285
C -3.599 -0.117 -5.392
H 1.677 3.550 3.514
H 4.614 -3.207 3.223
N -0.774 -1.195 0.234
C -4.079 -1.388 -7.243
H 0.208 1.908 3.702
H 0.525 -1.351 2.759
C -2.822 0.057 -4.203
H -2.199 2.210 -1.638
H 3.881 4.429 2.843
S 0.553 3.160 -0.880
C -1.885 -0.920 -3.756
C -3.763 0.395 3.897
O 1.311 4.200 -0.234
C -1.329 -0.909 3.690
H -0.894 4.611 -2.025
H 3.265 -2.813 4.268
H -4.356 -1.196 5.200
C 0.712 -3.567 0.522
H -0.468 -1.490 -2.293
H -1.917 3.497 3.670
C -0.590 -5.979 0.133
H 1.282 -1.462 -4.008
C 0.418 1.497 2.709
C 2.389 -0.668 -2.328
C -1.320 -4.798 0.176
O -2.625 -3.539 -7.647
C -2.179 3.412 2.613
C -3.515 -2.934 1.612
N -0.467 0.748 2.142
H -1.274 3.324 2.020
H 4.560 -2.098 -2.577
H 1.584 -2.655 -2.742
C 3.485 3.529 2.394
O 1.305 1.973 -1.300
C 3.597 -2.812 3.229
H 2.882 -2.168 -3.833
H 2.462 0.800 -3.912
C -3.148 2.248 2.389
C 4.202 2.840 1.406
H 1.208 -2.614 0.666
C 3.000 -0.876 0.174
H -2.916 -3.499 2.316
C 5.249 -2.392 -0.584
H -4.359 1.350 0.839
H -2.664 1.449 0.420
C -1.135 -0.714 -2.639
H -2.176 -2.335 5.039
C 4.966 -2.175 0.752
N 1.971 0.010 0.606
H -6.008 1.201 -7.355
H 0.667 4.384 -2.855
C 0.025 -1.583 3.706
H 6.127 -2.951 -0.882
H 3.313 1.297 -2.448
C 3.245 -1.160 -1.183
H 4.285 1.179 0.082
C 3.713 1.693 0.844
C -3.471 1.978 0.924
C 0.788 -5.956 0.284
H -3.641 2.909 0.381
C -4.571 0.809 -5.822
C 1.440 -4.742 0.475
C 0.842 -1.008 4.871
H 5.162 3.220 1.076
```

***

What did the first record say?
Formula: C10H25N2O5S
Source: the OMol25 dataset
Level of theory: ωB97M-V/def2-TZVPD

**Multiplicity**: 1
**Lowest unoccupied orbital energy**: -3.501 eV
**Total charge**: +1
**Kohn-Sham gap**: 8.82 eV
**Energy above the lowest of the compared OMol25 structures with the same formula, charge and spin**: 1.893 eV
**Electronic energy**: -34815.2444 eV

```
43
C10H25N2O5S ωB97M-V/def2-TZVPD
O -3.916 0.202 3.228
C -0.660 0.285 3.863
H 2.548 0.309 1.615
C 1.568 -1.926 -0.086
H 2.605 -0.554 -1.383
S -2.943 -0.876 3.468
N -0.133 2.311 -2.914
H 0.958 3.939 -3.774
H -1.376 -0.398 -5.025
C -1.776 -0.882 2.093
H -0.092 -1.575 2.913
H 3.202 1.114 -0.004
H -0.709 0.502 -0.146
N 2.143 -0.603 -0.561
H 1.890 2.693 -3.184
H 1.234 -2.915 -2.017
H -2.109 -0.151 1.274
H 0.919 3.806 -2.006
H 0.250 -0.424 1.797
H 3.917 -0.152 0.767
H 0.026 1.693 -2.143
H -1.014 1.312 3.704
H -0.174 -3.268 -1.137
H -0.850 3.054 -2.689
C -0.857 0.079 -4.071
C -0.517 -0.630 2.681
H 0.287 0.103 4.507
C 2.949 0.145 0.506
H -1.821 -1.785 1.659
H -1.699 0.169 -3.192
H -1.608 -1.095 5.211
O -0.059 1.938 -5.301
H -0.023 -0.630 -3.675
H 1.299 -0.144 -0.553
H 1.270 -4.067 -0.791
H -2.641 0.607 5.081
O -3.391 -2.185 3.754
O -0.146 0.730 -0.933
C 1.054 3.278 -2.957
C 0.966 -3.018 -1.064
C -0.333 1.508 -4.244
C -1.836 -0.259 4.594
O 1.596 -2.239 1.137
```